# 1
This record from the OMol25 dataset describes a structure of composition C15H14BCl4F4N2O2RuS at a distorted geometry. The level of theory is the ωB97M-V functional and the def2-TZVPD basis.

Element x y z (Å)
Ru: -0.4660 0.1665 0.2273
Cl: 3.1355 3.9352 4.6923
C: 2.4851 2.6388 3.7702
C: 3.0533 1.3473 3.8735
Cl: 4.4456 1.1112 4.8549
C: 2.5052 0.2876 3.1823
Cl: 3.1543 -1.2973 3.3267
C: 1.3932 0.4737 2.3293
O: 0.8408 -0.4864 1.6945
C: 0.8456 1.8074 2.1768
O: -0.1419 1.9672 1.3893
C: 1.4035 2.8566 2.9415
Cl: 0.6988 4.4199 2.7835
C: -0.6675 -1.8359 -2.4482
C: -0.6562 -2.5489 -1.0862
C: 0.8028 -2.9349 -0.7305
C: -1.5266 -3.8082 -1.1307
C: -1.0864 -1.6351 0.0193
H: -0.1963 -2.4597 -3.2094
H: -0.1042 -0.9053 -2.3808
H: -1.6901 -1.6039 -2.7510
H: 1.1936 -3.6074 -1.4964
H: 0.8564 -3.4250 0.2442
H: 1.4325 -2.0485 -0.7050
H: -1.2053 -4.4625 -1.9434
H: -2.5741 -3.5448 -1.2954
H: -1.4554 -4.3624 -0.1921
H: -1.5604 -2.1470 0.8615
F: 2.5593 -0.7005 -2.5921
B: 2.7129 0.5126 -1.9147
F: 1.6896 0.5455 -0.8610
F: 3.9523 0.6131 -1.3023
F: 2.4673 1.5941 -2.7667
S: -3.2735 1.0302 0.7125
C: -2.3178 2.0424 -0.2485
N: -2.4601 3.3915 -0.1745
C: -1.4753 4.2517 -0.6812
C: -0.5097 3.7146 -1.4867
C: -0.5163 2.3476 -1.7356
N: -1.3967 1.5015 -1.0610
H: -3.1063 3.7246 0.5161
H: -1.5200 5.2868 -0.3844
H: 0.2654 4.3354 -1.9119
H: 0.1953 1.8832 -2.3984

Cartesian forces (eV/Å) of the 6 atoms listed first:
-0.74 -1.29 0.11
0.06 0.00 0.00
-0.38 0.14 -0.25
-0.04 -0.36 -0.14
0.00 -0.01 0.06
0.36 0.05 0.31

net charge: -1
E_LUMO (alpha / beta): 2.258 / 0.291 eV
2S+1: 5
<S²>: 6.112
HOMO energy (alpha / beta): -3.28 / -5.48 eV
orbital gap (alpha / beta): 5.53 / 5.78 eV

=====

# 2
This record from the OMol25 dataset describes a cluster of 3 separate species, C5H8O2 in total. The level of theory is the ωB97M-V functional and the def2-TZVPD basis.

Element x y z (Å)
C: -1.8077 0.0720 0.8768
C: -1.7361 -0.4653 -0.5187
O: 0.0526 1.4174 -1.4629
C: 0.9977 1.6395 -0.7521
C: 1.9294 -0.8513 0.1186
O: 1.3120 -1.2116 1.0865
C: -1.3789 -1.2858 0.4122
H: -1.0631 0.7963 1.2323
H: -2.7814 0.1933 1.3594
H: -1.8914 -0.2382 -1.5596
H: 0.8906 1.9100 0.3161
H: 2.0374 1.5686 -1.1324
H: 1.6338 -1.1119 -0.9162
H: 2.8346 -0.2186 0.2176
H: -1.0078 -2.2453 0.7282

Cartesian forces (eV/Å) of the 6 atoms listed first:
-0.11 0.24 0.25
-0.07 -0.32 0.08
0.51 0.27 0.24
-0.26 0.05 -0.28
-0.07 -0.18 0.36
0.47 0.12 -0.37

E_LUMO: 0.049 eV
structure (SMILES): C1=CC1.C=O.C=O
HOMO energy: -8.98 eV
orbital gap: 9.03 eV

=====

# 3
This record from the OMol25 dataset describes a structure of composition C30H36ClN5O2STi. The level of theory is the ωB97M-V functional and the def2-TZVPD basis.

Element x y z (Å)
Ti: -0.0766 -0.9561 0.3857
C: 4.3862 -4.3680 -0.1462
C: 5.4505 -3.4604 0.4708
C: 6.4930 -3.1319 -0.6072
C: 6.1243 -4.2190 1.6232
C: 4.8556 -2.1602 1.0051
C: 5.7056 -1.2118 1.6103
C: 5.2430 -0.0224 2.1294
C: 3.8806 0.2466 2.0367
S: 2.9751 1.6319 2.5695
C: 1.5316 0.9126 1.9749
N: 1.6972 -0.2616 1.4138
C: 3.0219 -0.6700 1.4391
C: 3.5035 -1.8771 0.9289
C: 0.1899 1.4952 2.0398
C: -0.0637 2.7217 2.6449
C: -1.3645 3.1996 2.6795
C: -2.3924 2.4491 2.1214
C: -2.1189 1.2301 1.5086
C: -0.8227 0.7214 1.4413
H: 4.8581 -5.2805 -0.5115
H: 3.8910 -3.8928 -0.9964
H: 3.6279 -4.6580 0.5839
H: 6.9304 -4.0530 -0.9956
H: 7.3042 -2.5189 -0.2140
H: 6.0362 -2.5941 -1.4406
H: 6.5489 -5.1537 1.2533
H: 5.4030 -4.4577 2.4067
H: 6.9328 -3.6422 2.0724
H: 6.7644 -1.4222 1.6785
H: 5.9241 0.6797 2.5909
H: 2.7983 -2.5827 0.5073
H: 0.7376 3.3005 3.0904
H: -1.5791 4.1503 3.1489
H: -3.4092 2.8192 2.1628
H: -2.9427 0.6739 1.0726
Cl: -4.3453 -6.8570 1.1799
C: -3.1576 -5.6016 1.1433
C: -2.0226 -5.7011 1.9603
C: -1.0588 -4.7204 1.9568
C: -1.1959 -3.5958 1.1358
O: -0.2652 -2.6579 1.1417
C: -2.3419 -3.4982 0.3117
C: -2.5452 -2.3859 -0.5587
O: -1.7918 -1.4000 -0.6659
C: -3.3165 -4.5166 0.3270
H: -1.9140 -6.5665 2.6005
H: -0.1855 -4.7945 2.5899
H: -3.4445 -2.4009 -1.1845
H: -4.1899 -4.4333 -0.3076
N: 2.0928 0.2108 -1.5664
N: 0.7568 -0.3250 -1.5392
H: 2.3842 0.3588 -2.5266
H: 2.7281 -0.4547 -1.1417
H: 0.6207 -1.0337 -2.2605
H: 0.1348 0.4922 -1.7982
C: -0.2430 2.4659 -3.5760
C: -0.9841 3.7715 -3.9698
N: -1.7456 4.2753 -2.8292
C: -0.8429 4.4459 -1.6920
C: -0.2706 3.0729 -1.2581
N: -0.6700 2.0371 -2.2326
C: -2.1391 1.9143 -2.2236
C: -2.7791 3.3036 -2.4769
H: 0.8391 2.6146 -3.5508
H: -0.4548 1.6582 -4.2809
H: -1.6777 3.5983 -4.7938
H: -0.2805 4.5414 -4.2886
H: -1.3956 4.9133 -0.8754
H: -0.0491 5.1331 -1.9887
H: -0.6524 2.7759 -0.2818
H: 0.8201 3.0826 -1.2008
H: -2.4425 1.5000 -1.2609
H: -2.4176 1.1965 -2.9987
H: -3.2942 3.6663 -1.5856
H: -3.5100 3.2601 -3.2855

Cartesian forces (eV/Å) of the 6 atoms listed first:
0.06 0.08 0.11
0.01 0.00 0.00
0.00 0.00 -0.01
0.00 0.00 0.00
0.00 -0.01 0.00
-0.01 0.01 0.00

net charge: +1
E_LUMO (alpha / beta): -3.347 / -3.520 eV
2S+1: 2
<S²>: 0.754
HOMO energy (alpha / beta): -10.34 / -10.34 eV
orbital gap (alpha / beta): 6.99 / 6.82 eV

=====

# 4
This record from the OMol25 dataset describes a cluster of 2 separate species, C2H11N3O in total at a distorted geometry. The level of theory is the ωB97M-V functional and the def2-TZVPD basis.

Element x y z (Å)
N: 1.4735 -1.8516 0.0298
C: 0.2910 -2.1957 0.7881
N: 0.5355 -3.4822 1.5031
H: 1.5996 -0.8570 -0.0207
H: 1.6128 -2.4008 -0.8022
H: 0.1450 -1.4161 1.5415
H: -0.6367 -2.3508 0.2432
H: 0.0375 -3.4908 2.3840
H: 1.5201 -3.5660 1.7324
N: -1.7630 2.6181 -0.4312
C: -0.3581 2.9606 -0.5940
O: 0.1991 2.5332 -1.8465
H: -2.2551 3.3283 -0.9700
H: -1.9323 1.7341 -0.9035
H: -0.3049 4.0352 -0.5042
H: 0.2612 2.4440 0.1434
H: -0.4254 1.9574 -2.2932

Cartesian forces (eV/Å) of the 6 atoms listed first:
-0.51 -0.29 0.73
0.75 -0.87 1.23
-0.03 0.11 -0.29
0.17 -0.04 -0.62
-0.04 0.42 -0.23
-0.11 0.28 -0.30

E_LUMO: 0.678 eV
structure (SMILES): NCN.NCO
HOMO energy: -9.18 eV
orbital gap: 9.85 eV

=====

Relative energy (zero: lowest compared OMol25 entry of this formula, charge and spin) per entry: 0.0, 115.8, 12.5, 10.6 kcal/mol